Entry 1:
{"formula": "C29H33AsCdN9OS3SbSe4", "method": "ωB97M-V/def2-TZVPD", "elements": ["H", "Cd", "C", "S", "C", "C", "H", "N", "H", "C", "N", "C", "C", "H", "H", "C", "C", "H", "O", "C", "C", "C", "C", "H", "H", "H", "H", "H", "C", "H", "C", "C", "N", "C", "H", "C", "H", "S", "H", "C", "H", "H", "H", "Se", "C", "C", "H", "N", "H", "C", "H", "H", "As", "N", "C", "H", "N", "H", "N", "C", "H", "C", "H", "H", "C", "H", "H", "N", "C", "N", "Sb", "H", "H", "Se", "S", "C", "Se", "C", "Se", "H", "C", "H"], "positions_angstrom": [[2.83260, -6.27166, 2.58695], [-0.51515, 0.76284, 0.29201], [-3.87169, 0.98472, -1.26235], [-2.15106, 0.52958, 3.63526], [0.49180, 5.98557, 0.24086], [-3.09008, 0.73579, 2.24040], [0.65736, -0.18536, 2.81737], [-0.02765, 3.39572, 0.04477], [4.03946, 0.44244, 3.21509], [1.48847, -6.24705, 0.90737], [-0.56481, -3.82038, -1.84476], [4.72791, -0.60171, -0.46292], [0.41754, 3.94462, 1.14881], [4.60545, -1.68408, -0.44789], [0.74317, 7.87183, -0.46607], [-5.09922, 1.00481, 0.80258], [2.31552, -5.66233, 1.85595], [3.79640, 2.61187, 1.54937], [-0.43496, -1.65609, 0.82640], [1.26696, 2.61828, 4.57642], [0.71152, 0.86736, 3.06752], [-6.27304, 1.21427, -1.25964], [-1.78389, -3.21642, -1.95955], [5.72433, -0.35632, -0.08248], [-5.04355, 1.12168, -3.03148], [0.11625, -5.91122, -0.71844], [4.20019, -1.25894, 2.70338], [5.40721, -0.05709, 2.20515], [4.34476, -0.22127, 2.40525], [-2.92448, 0.89553, -1.77483], [0.78595, -5.46297, 0.00291], [-6.30407, 1.14967, 0.12541], [0.69920, 5.23326, 1.33577], [1.13965, 1.26876, 4.32969], [4.64702, -0.25489, -1.48888], [-3.87629, 0.93676, 0.12914], [3.74610, 2.64377, -0.21940], [1.61201, 0.21631, -0.76974], [-2.81995, -4.63551, -3.16228], [4.09108, 2.07952, 0.64186], [-2.27701, -3.18834, -4.03388], [1.37713, -7.32438, 0.87647], [1.06136, 4.59226, 3.69570], [-0.27354, 0.43494, -2.09482], [0.90084, -4.07525, 0.04858], [-2.69039, -3.55187, -3.08791], [5.18399, 2.02550, 0.62208], [0.05892, 5.56184, -0.93355], [-7.19775, 1.31644, -1.81556], [2.46492, -4.27983, 1.86546], [1.29845, 0.52131, 5.09466], [1.87686, -2.41233, 0.98326], [3.41087, 0.24537, 0.70520], [0.60241, 1.72132, 2.05240], [-5.06456, 1.12346, -1.94833], [-0.35933, -4.97030, -3.56439], [0.73325, 7.31939, 0.37117], [1.56028, 2.97225, 5.55744], [0.10409, -3.24681, -0.77043], [-0.76466, -2.30388, -0.16946], [1.22271, 7.63364, 1.18748], [-0.20593, 4.24119, -1.00336], [-3.65125, -3.06271, -2.95676], [0.44479, -3.40164, -3.66219], [1.76986, -3.48782, 0.96378], [-0.75960, 4.29665, -2.97205], [3.12379, -3.81175, 2.58690], [-2.74748, 0.80090, 0.95938], [-1.96715, -2.33921, -0.93812], [-0.64690, 3.73982, -2.13974], [-1.21161, 0.36130, -4.41354], [-0.79960, 2.74064, -2.23426], [1.14537, -4.70475, -2.64965], [-3.53937, -0.33987, -4.99300], [-4.82895, 0.88345, 2.50872], [0.99757, 3.52363, 3.55712], [-0.01071, -1.40401, -5.67016], [0.22278, -4.24454, -2.99760], [-1.00374, 2.54848, -5.54273], [-7.23404, 1.20895, 0.67821], [0.66756, 3.03174, 2.31074], [-2.82228, -1.70686, -0.76824]], "lowdin_charge": [0.09, 1.11, -0.05, 0.49, -0.47, -1.18, 0.09, 0.13, 0.01, -0.10, -0.09, -0.32, -0.30, 0.02, 0.09, -0.51, -0.12, 0.01, -0.11, -0.06, -0.27, -0.11, -0.25, 0.01, 0.02, 0.11, 0.00, 0.01, -0.29, 0.01, -0.02, -0.12, 0.15, -0.09, 0.02, -0.33, 0.02, -0.13, 0.08, -0.30, 0.04, 0.09, 0.10, -0.06, -0.18, -0.03, 0.02, 0.17, 0.09, -0.09, 0.11, 0.07, 0.79, -0.01, -0.10, 0.09, 0.13, 0.10, 0.07, -0.48, 0.08, -0.42, 0.07, 0.01, -0.01, 0.06, 0.09, -0.08, 0.02, 0.18, -0.30, -0.05, 0.08, -0.22, 0.95, -0.02, -0.29, -0.02, -0.31, 0.09, -0.22, 0.11], "charge": -2, "gap_ha": 0.17732, "energy_ev": -411903.826, "relative_energy_kj_mol": 276.7, "e_homo_ev": -1.16}

Entry 2:
{"formula": "C20H20N2O6", "method": "ωB97M-V/def2-TZVPD", "elements": ["N", "C", "H", "H", "N", "C", "C", "H", "H", "H", "H", "H", "C", "C", "H", "O", "H", "H", "O", "H", "H", "C", "O", "C", "C", "H", "H", "O", "H", "C", "C", "H", "C", "C", "H", "C", "C", "H", "C", "C", "H", "C", "H", "C", "O", "O", "C", "C"], "positions_angstrom": [[-3.92365, -1.14203, -0.55173], [-2.49645, -1.30316, -0.74923], [-0.39737, 2.11110, 1.93413], [-2.30220, -2.22065, -1.30129], [3.26170, 3.41341, 0.17820], [2.19220, 3.39326, 0.95893], [-1.00355, 1.83455, -1.91517], [5.94915, 3.58570, -0.19560], [-6.17783, -1.43296, 1.07863], [0.93050, -0.26704, 0.43602], [3.14477, -0.37778, 0.35475], [5.72643, 1.98062, -0.93298], [0.86988, -1.35250, 0.27545], [-6.18132, -1.90627, 0.11456], [0.42978, 4.57591, 1.39821], [3.89504, 1.37298, 1.06209], [0.13989, 3.62641, -2.08327], [-6.73529, -2.84929, 0.14001], [-1.64676, -0.04031, 1.21391], [-4.25540, -0.17572, -0.55251], [-6.62628, -1.23939, -0.58391], [-4.75001, -2.19058, -0.24772], [3.31756, -3.94494, -0.31404], [-0.36791, -2.06497, 0.39054], [5.65382, 2.53900, 0.01066], [0.92550, -5.23031, 0.07360], [6.32070, 2.15024, 0.74573], [-2.12895, -0.20487, -1.61807], [-1.13548, -4.08831, 0.51477], [0.91077, 4.08960, 0.54966], [4.19808, 2.43308, 0.50923], [1.14047, 4.86112, -0.17368], [-0.55586, 2.03844, 0.83542], [-0.06946, 3.02948, -0.00356], [3.95217, -3.21201, -0.49975], [-0.25881, -3.46818, 0.40697], [0.95389, -4.13069, 0.11428], [2.07226, 2.75368, 1.84201], [-1.70827, -1.34786, 0.57125], [-1.44092, 0.83378, -1.05274], [-2.28151, -2.04134, 1.25338], [2.09104, -1.98081, 0.06769], [-1.18107, 1.71953, -2.96303], [-1.24275, 0.95734, 0.34197], [3.28007, -1.28554, 0.02539], [-4.32301, -3.33879, -0.21926], [-0.29076, 2.90419, -1.38291], [2.12520, -3.36712, -0.05700]], "nbo_charge": [-0.64, 0.23, 0.23, 0.23, -0.52, 0.26, -0.23, 0.22, 0.23, 0.21, 0.52, 0.25, -0.29, -0.70, 0.23, -0.63, 0.22, 0.25, -0.50, 0.41, 0.22, 0.68, -0.66, -0.08, -0.70, 0.23, 0.24, -0.48, 0.22, -0.49, 0.69, 0.24, -0.27, -0.02, 0.50, -0.21, -0.26, 0.19, 0.05, 0.22, 0.23, 0.29, 0.23, 0.29, -0.72, -0.63, -0.21, 0.24], "charge": 0, "gap_ha": 0.28289, "energy_ev": -36329.318, "relative_energy_kj_mol": 272.5, "e_homo_ev": -8.09}

Entry 3:
{"formula": "C4H9N2", "method": "ωB97M-V/def2-TZVPD", "elements": ["N", "H", "C", "H", "N", "H", "C", "H", "H", "H", "H", "H", "C", "H", "C"], "positions_angstrom": [[-2.16278, 0.35206, -0.91289], [0.97403, -0.45951, 1.68568], [-2.90978, 0.77314, 0.02954], [-2.49942, -0.40824, -1.36488], [0.06583, 1.27193, -0.42861], [-1.42267, 0.98715, -1.13208], [0.62043, 0.43122, 0.09540], [0.63510, -1.57430, 0.32760], [-2.66957, 1.70007, 0.55627], [-3.73796, 0.19633, 0.44735], [3.23754, -1.50146, 0.61065], [2.78816, -0.74931, -0.94518], [2.70461, -0.68802, 0.20157], [3.11392, 0.36554, 0.17999], [1.26256, -0.69662, 0.64958]], "nbo_charge": [-0.56, 0.27, 0.15, 0.43, -0.46, 0.47, 0.42, 0.26, 0.23, 0.23, 0.25, 0.23, -0.61, 0.25, -0.53], "charge": 1, "gap_ha": 0.37059, "energy_ev": -7265.411, "relative_energy_kj_mol": 263.5, "e_homo_ev": -15.31}

Entry 4:
{"formula": "C5H7IN2", "method": "ωB97M-V/def2-TZVPD", "elements": ["N", "H", "I", "H", "H", "H", "H", "N", "H", "C", "C", "H", "C", "C", "C"], "positions_angstrom": [[0.99854, -0.14442, -0.23243], [0.22936, 1.82731, -0.07451], [-3.96227, 0.48994, -0.43479], [1.03610, 1.37491, -1.74346], [-0.65900, -2.94555, 0.55588], [2.81481, -0.93695, -0.49149], [-1.95980, 2.06111, 0.50513], [1.30454, -2.26854, 0.00904], [-2.36431, 0.79120, 1.80736], [1.87452, -1.16234, -0.25207], [-0.18185, -0.77779, 0.10657], [2.12939, 1.51465, -0.30280], [0.00904, -2.05430, 0.29981], [-2.36800, 0.98531, 0.81395], [1.09892, 1.24545, -0.56619]], "nbo_charge": [-0.43, 0.23, 0.22, 0.20, 0.23, 0.18, 0.21, -0.44, 0.16, 0.17, 0.22, 0.21, -0.22, -0.54, -0.40], "charge": 0, "gap_ha": 0.24354, "energy_ev": -16373.030, "relative_energy_kj_mol": 583.4, "e_homo_ev": -8.22}